146
Properties=species:S:1:pos:R:3:forces:R:3:lowdin_charge:R:1 method="wB97M-V/def2-TZVPD" molar_mass_da=1031.28 lumo_ha=-0.020 total_energy_ev=-91233.31966 smiles="N#CO[C@](C#N)(CCC(=O)O)[C@](C#N)(CN)CCC(N)=O.c1cc[nH]c1.c1cc[nH]c1.c1cc[nH]c1.c1cc[nH]c1.c1cc[nH]c1.c1cc[nH]c1.c1cc[nH]c1.c1cc[nH]c1.c1cc[nH]c1.c1cc[nH]c1.c1cc[nH]c1" total_charge=0 homo_ev=-8.061
N 2.0434 0.1432 2.7149 0.2 -0.3 0.2 0.2274
C 1.6085 -0.7969 2.2119 -0.4 0.5 -0.6 -0.3085
O 1.0599 -1.7389 1.5167 0.2 -0.4 0.5 0.0357
C -0.2149 -2.3059 2.0183 0.3 -0.2 0.4 -0.2661
C -0.2853 -1.9899 3.4680 -0.6 0.4 -0.4 -0.1554
N -0.4920 -1.6595 4.5479 0.3 -0.3 0.0 0.2698
C -0.0552 -3.8309 1.8729 0.5 -0.7 0.3 -0.0872
C -0.5266 -4.6696 3.0791 0.0 -0.2 -0.5 -0.0746
C -0.6944 -6.1744 2.8271 0.1 0.1 0.5 -0.4904
O -1.0316 -6.8773 3.7273 -0.3 -0.1 -0.2 0.1514
O -0.4839 -6.6811 1.5766 0.2 0.2 0.2 0.1029
C -1.3916 -1.6077 1.2115 0.1 0.7 -0.2 -0.2885
C -0.7504 -0.8555 0.1052 0.1 -0.3 0.1 -0.1896
N -0.2953 -0.2758 -0.7740 0.0 0.0 0.0 0.2465
C -2.1062 -0.4658 2.0268 -0.4 -0.1 -0.3 -0.1896
N -3.0969 -0.8314 3.0125 0.1 0.0 -0.1 0.0590
C -2.3619 -2.5626 0.4797 0.6 -0.4 0.2 -0.1200
C -3.2480 -3.5043 1.3045 -0.4 0.5 -0.6 -0.0871
C -4.7454 -3.2319 1.2053 -0.8 0.1 0.4 -0.4914
N -5.2340 -2.1431 0.3828 0.4 -0.1 -0.1 0.1053
O -5.5205 -3.9226 1.8111 0.3 -0.3 -0.1 0.1123
H -0.4809 -4.2368 0.9583 -0.2 0.4 -0.1 0.1077
H 1.0223 -4.0095 1.8116 0.0 0.2 -0.2 0.1357
H -1.4887 -4.3404 3.4668 0.0 0.0 0.1 0.1156
H 0.1877 -4.6046 3.8996 0.0 0.1 0.1 0.1216
H 0.3447 -6.3291 1.2226 -0.1 0.0 -0.2 0.0904
H -2.6195 0.1225 1.2629 0.0 0.1 0.1 0.1254
H -1.3491 0.2029 2.4423 0.1 -0.1 0.1 0.1261
H -4.0198 -0.9206 2.6201 0.0 -0.1 0.0 0.0594
H -2.8758 -1.6314 3.5842 0.0 0.1 0.2 0.0570
H -2.9567 -1.9452 -0.1904 -0.2 0.0 0.2 0.0951
H -1.7445 -3.1750 -0.1800 -0.1 0.1 -0.1 0.1182
H -3.0304 -3.5219 2.3676 0.1 0.0 0.0 0.1012
H -3.1481 -4.5264 0.9319 0.1 -0.1 0.1 0.1319
H -5.5365 -1.4062 1.0166 0.2 0.2 -0.1 0.0898
H -6.0997 -2.4602 -0.0484 0.0 -0.1 0.1 0.0931
C 3.3265 5.1943 2.0621 0.1 0.1 0.0 -0.1456
C 2.6195 4.9478 3.2696 0.0 0.0 0.0 -0.1042
C 2.4455 3.5912 3.3653 0.0 0.0 0.0 -0.1368
N 3.0207 3.0137 2.2705 0.1 0.1 0.0 0.0149
C 3.5618 3.9770 1.4724 0.1 0.0 0.0 -0.1627
H 3.6230 6.1544 1.6693 0.0 0.0 0.0 0.0839
H 2.2760 5.6797 3.9812 0.0 0.0 0.0 0.0899
H 1.9648 2.9894 4.1170 0.0 0.0 0.0 0.1031
H 3.0369 2.0253 2.0847 -0.1 0.0 0.1 0.0871
H 4.0600 3.7185 0.5522 0.0 0.0 0.0 0.1112
C -5.9457 -4.4736 -4.3349 0.0 0.0 0.0 -0.1039
C -5.8228 -5.2380 -3.1441 0.0 0.0 0.0 -0.1084
C -5.1449 -4.4711 -2.2362 0.1 0.1 0.1 -0.1482
N -4.8437 -3.2772 -2.8343 0.0 0.0 0.0 0.0036
C -5.3324 -3.2695 -4.1130 0.0 0.0 0.0 -0.1305
H -6.4302 -4.7743 -5.2489 0.0 0.0 0.0 0.0872
H -6.1927 -6.2350 -2.9719 0.0 0.0 0.0 0.0861
H -4.8411 -4.6727 -1.2224 0.0 -0.1 0.0 0.0931
H -4.3397 -2.5272 -2.3974 0.0 0.0 0.0 0.1217
H -5.2018 -2.4136 -4.7527 0.0 0.0 0.0 0.1082
C 2.7468 -4.7692 7.7159 0.0 0.0 0.0 -0.1118
C 3.4736 -3.5520 7.8162 0.0 0.0 0.0 -0.1110
C 2.8304 -2.6265 7.0380 0.0 0.0 0.0 -0.1394
N 1.7460 -3.2372 6.4714 0.0 -0.1 0.0 0.0017
C 1.6856 -4.5424 6.8807 0.0 0.0 -0.1 -0.1489
H 2.9756 -5.7021 8.2033 0.0 0.0 0.0 0.0898
H 4.3650 -3.3766 8.3945 0.0 0.0 0.0 0.0899
H 3.0498 -1.5912 6.8405 0.0 0.0 0.0 0.1065
H 1.0946 -2.7972 5.8480 -0.1 0.1 0.1 0.0812
H 0.8954 -5.1946 6.5471 0.0 0.0 0.0 0.1012
C 8.4017 6.7025 -0.4041 0.0 0.0 0.0 -0.1242
C 7.4811 7.7842 -0.3809 0.0 0.1 0.0 -0.1036
C 6.3913 7.3734 0.3389 0.0 -0.1 0.0 -0.1303
N 6.6162 6.0891 0.7476 0.0 0.0 0.0 0.0223
C 7.8372 5.6716 0.3030 0.0 0.0 0.0 -0.1412
H 9.3648 6.6859 -0.8904 0.0 0.0 -0.1 0.0882
H 7.6050 8.7518 -0.8381 0.0 0.0 0.1 0.0703
H 5.4786 7.8845 0.5930 0.0 0.0 0.0 0.1057
H 5.9768 5.5343 1.2932 0.0 0.0 0.0 0.1182
H 8.1983 4.6818 0.5269 0.0 0.0 0.0 0.1043
C -10.5076 -5.6498 -6.0743 0.0 0.0 0.0 -0.1100
C -10.3725 -5.6052 -4.6596 -0.1 0.0 0.0 -0.1114
C -9.2602 -6.3318 -4.3320 0.0 -0.1 0.0 -0.1491
N -8.7195 -6.8160 -5.4918 0.0 0.1 0.0 0.0035
C -9.4721 -6.4029 -6.5584 0.0 0.0 0.0 -0.1421
H -11.2755 -5.1819 -6.6671 0.0 0.0 0.0 0.0891
H -11.0163 -5.0948 -3.9621 0.0 0.0 0.0 0.0761
H -8.8077 -6.5433 -3.3785 0.0 0.0 0.0 0.1005
H -7.8967 -7.3867 -5.5524 0.0 0.0 0.0 0.1424
H -9.2072 -6.6788 -7.5646 0.0 0.0 0.0 0.1049
C -2.4219 2.3600 -2.0850 0.0 0.0 0.1 -0.1009
C -3.2865 3.2929 -2.7183 0.0 0.0 0.0 -0.1056
C -4.4951 2.6759 -2.9031 0.0 0.0 0.0 -0.1408
N -4.3957 1.4047 -2.4075 0.0 0.0 0.0 -0.0023
C -3.1353 1.2057 -1.9041 -0.1 0.0 0.0 -0.1572
H -1.3944 2.5170 -1.7999 0.0 0.0 0.0 0.0875
H -3.0458 4.3018 -3.0082 0.0 0.0 0.0 0.0814
H -5.4114 3.0299 -3.3435 0.0 0.0 0.0 0.1055
H -5.1331 0.7250 -2.4140 0.0 0.0 0.0 0.1352
H -2.8512 0.2636 -1.4690 0.0 0.0 0.0 0.0666
C 1.9423 4.6583 -2.2342 0.0 0.0 0.0 -0.1094
C 1.0016 4.9252 -3.2667 0.0 0.0 0.0 -0.1132
C -0.0097 5.6647 -2.7148 0.0 0.0 0.0 -0.1539
N 0.2835 5.8515 -1.3906 0.0 0.0 0.0 0.0080
C 1.4718 5.2441 -1.0886 -0.1 0.0 -0.1 -0.1325
H 2.8591 4.0993 -2.3241 0.0 0.0 0.0 0.0860
H 1.0611 4.6100 -4.2950 0.0 0.0 0.0 0.0892
H -0.9074 6.0707 -3.1487 0.0 0.0 0.0 0.1006
H -0.2873 6.3554 -0.7378 0.0 0.0 0.0 0.1429
H 1.8764 5.2779 -0.0930 0.0 0.0 0.0 0.0766
C 4.0898 -6.8582 -1.2255 0.0 0.0 0.0 -0.1029
C 3.4264 -6.6242 -2.4613 0.0 0.0 0.0 -0.1020
C 2.3198 -5.8664 -2.1973 -0.1 0.0 0.0 -0.1340
N 2.2840 -5.6370 -0.8462 0.0 0.0 0.0 -0.0089
C 3.3671 -6.2330 -0.2486 -0.1 0.0 0.1 -0.1441
H 4.9973 -7.4177 -1.0743 0.0 0.0 0.0 0.0944
H 3.7309 -6.9719 -3.4338 0.0 0.0 0.0 0.0941
H 1.5584 -5.4730 -2.8486 0.0 0.0 0.0 0.1074
H 1.5838 -5.1004 -0.3713 0.1 0.2 -0.1 0.1095
H 3.5291 -6.1596 0.8139 0.0 0.0 0.0 0.1043
C -13.0212 -3.9358 0.2969 0.0 0.0 0.0 -0.1150
C -11.9838 -4.9078 0.2746 0.0 0.0 0.0 -0.1131
C -12.0514 -5.5473 -0.9342 0.0 0.0 0.0 -0.1499
N -13.0881 -5.0020 -1.6403 0.0 0.0 0.0 0.0000
C -13.6834 -4.0182 -0.8988 0.0 0.0 0.0 -0.1437
H -13.2538 -3.2556 1.0989 0.0 0.0 0.0 0.0880
H -11.2713 -5.1128 1.0559 0.0 0.0 0.0 0.0881
H -11.4543 -6.3402 -1.3516 0.0 0.0 0.0 0.1020
H -13.3699 -5.2835 -2.5612 0.0 0.0 0.0 0.1391
H -14.5228 -3.4645 -1.2830 0.0 0.0 0.0 0.1039
C 12.3789 4.0306 2.5615 0.0 0.0 0.0 -0.1165
C 13.0187 5.2991 2.5608 0.0 0.0 0.0 -0.1158
C 12.2583 6.1380 1.7891 0.0 0.0 0.0 -0.1390
N 11.1881 5.4269 1.3243 0.0 0.0 0.0 0.0128
C 11.2522 4.1433 1.7903 0.0 0.0 0.0 -0.1470
H 12.7075 3.1396 3.0699 0.0 0.0 0.0 0.0871
H 13.9305 5.5648 3.0689 0.0 0.0 0.0 0.0874
H 12.3865 7.1760 1.5342 0.0 0.0 0.0 0.1054
H 10.4643 5.7922 0.7296 0.0 0.0 0.1 0.0916
H 10.4945 3.4216 1.5363 0.0 0.0 0.0 0.0992
C 9.8653 11.6432 -2.7892 0.0 0.0 0.0 -0.1104
C 9.0056 12.6643 -3.2781 0.0 0.0 0.0 -0.1138
C 7.7698 12.1039 -3.4629 0.0 0.0 0.0 -0.1436
N 7.8501 10.7854 -3.1067 0.0 0.0 0.0 0.0013
C 9.1219 10.4978 -2.6930 0.0 -0.1 0.0 -0.1510
H 10.9079 11.7400 -2.5368 0.0 0.0 0.0 0.0891
H 9.2653 13.6915 -3.4713 0.0 0.0 0.0 0.0884
H 6.8455 12.5281 -3.8155 0.0 0.0 0.0 0.1037
H 7.0928 10.1282 -3.1449 0.0 0.0 0.0 0.1405
H 9.3879 9.5062 -2.3688 0.0 0.0 0.0 0.0968



17
Properties=species:S:1:pos:R:3:forces:R:3:nbo_charge:R:1 method="wB97M-V/def2-TZVPD" molar_mass_da=120.20 lumo_ha="-0.133 / -0.133" de_lowest_kcal_mol=105.0 total_energy_ev=-18568.32020 total_charge=+1 homo_ev="-12.473 / -12.474"
C -2.1348 0.3422 -0.0761 -0.7 -0.3 0.5 -0.4365
C 0.9770 -2.3366 0.1991 3.1 -0.4 1.2 -0.7491
C 0.3882 0.3576 0.1345 2.9 1.0 0.6 -0.2120
N 2.5221 1.8117 -0.5491 -0.2 -1.0 0.7 -0.2903
N 1.4015 2.0219 -0.2123 0.3 -0.8 0.3 -0.0689
N -0.7946 0.8566 -0.5058 -1.5 -0.1 1.5 -0.5546
S 1.0356 -0.9134 -0.8974 0.2 -0.1 0.6 0.2866
H -2.1267 0.3427 1.0778 -0.4 -0.4 -2.1 0.2466
H -2.8955 1.0129 -0.5257 0.4 0.0 0.7 0.2431
H -2.3253 -0.6004 -0.6339 0.3 0.1 1.2 0.2446
H 1.1470 -1.9361 1.2242 0.3 -0.4 -0.7 0.2328
H 1.8456 -3.0711 -0.0497 -1.6 1.4 0.3 0.2670
H 0.0789 -2.8590 0.2932 -1.6 -0.7 -0.6 0.2291
H 0.4878 0.3490 1.2827 -0.6 -0.1 -2.0 0.2667
H 3.2440 2.5731 -0.5823 -1.2 0.1 -0.2 0.3970
H -0.6385 0.5020 -1.4380 -0.3 1.0 -1.1 0.4554
H -0.8474 1.8504 -0.3206 0.4 0.8 -0.9 0.4426